[1]
27
Properties=species:S:1:pos:R:3:forces:R:3 method="wB97M-V/def2-TZVPD" energy_ev=-12676.1709 gap_ev=9.28 de_lowest_kcal_mol=35.8 largest_force_ha_per_bohr=0.0519 smiles=Cc1ccc(O)cc1.CCC
C 1.478 0.225 -2.401 1.0197 -0.8236 -0.1057
C 1.071 -0.966 -1.561 -1.2386 0.1105 -0.5966
C 0.070 -1.861 -1.963 1.3424 0.3611 1.3786
C -0.262 -2.940 -1.100 -0.1426 0.0693 -2.6642
C 0.410 -3.171 0.073 0.6512 1.0996 1.8295
O 0.261 -4.173 0.994 -0.5201 -0.5477 -0.4052
C 1.309 -2.195 0.545 -0.3054 0.5338 -1.2691
C 1.607 -1.133 -0.298 0.7288 -0.1109 0.5842
H 2.307 0.728 -1.895 -0.3741 0.3793 -0.0687
H 0.684 0.881 -2.693 -0.6039 0.5785 0.4286
H 1.888 -0.070 -3.365 0.1605 -0.4105 -0.1060
H -0.350 -1.692 -2.950 -0.3541 -0.4697 0.2173
H -0.906 -3.625 -1.644 -0.2869 -0.4935 0.9133
H -0.485 -4.752 0.805 -0.0010 0.0767 -0.2339
H 1.742 -2.219 1.536 -0.0501 -0.3778 -0.0702
H 2.346 -0.406 0.019 -0.0252 0.0319 0.1840
C -0.028 2.111 1.233 1.6615 -0.7240 1.4541
C -1.536 2.006 1.201 0.2845 -0.8006 -0.8772
C -2.142 3.267 1.824 -1.5138 -0.7578 0.7559
H 0.416 2.107 2.266 -0.8438 0.5251 -0.4394
H 0.619 1.321 0.840 -0.7822 -0.2864 -0.7056
H 0.289 3.027 0.758 0.0915 0.3811 -0.1446
H -1.945 1.066 1.599 0.4109 0.3512 0.7740
H -1.841 1.813 0.160 0.0873 0.8607 -0.0379
H -2.631 2.961 2.797 0.4316 0.5859 -0.9220
H -2.946 3.621 1.153 0.3908 0.2626 0.5377
H -1.425 4.069 2.067 -0.2191 -0.4046 -0.4109



[2]
27
Properties=species:S:1:pos:R:3:forces:R:3 method="wB97M-V/def2-TZVPD" energy_ev=-12675.8256 gap_ev=9.57 de_lowest_kcal_mol=43.8 largest_force_ha_per_bohr=0.0630 smiles=CCc1ccc(O)cc1.CC
C 0.485 0.950 3.257 0.6229 -0.4880 0.4314
C 0.357 -0.305 2.341 -0.6198 1.6356 -0.5733
C 0.624 0.036 0.856 0.7436 -0.5441 1.6790
C -0.236 0.969 0.229 1.3470 -2.3179 0.7815
C 0.009 1.157 -1.105 -1.2341 0.7437 0.3404
C 1.101 0.589 -1.739 0.4615 1.2503 -1.3940
O 1.312 1.020 -3.063 0.3383 -0.9166 0.2586
C 2.002 -0.244 -1.120 -0.1879 -0.4042 1.8145
C 1.717 -0.576 0.237 -0.6265 0.9471 -0.6240
H 1.557 0.988 3.417 0.3505 0.3742 0.1886
H 0.072 0.815 4.283 -0.1209 0.1168 -0.8842
H 0.247 1.935 2.833 -0.4820 -0.4940 0.0088
H 1.013 -1.025 2.808 0.2772 -0.5112 -0.4968
H -0.634 -0.721 2.314 -0.5881 -0.2016 0.5528
H -1.061 1.279 0.864 -0.0660 0.5751 -0.6795
H -0.687 1.783 -1.650 0.2537 0.0271 -0.3646
H 1.357 1.978 -3.102 -0.1242 0.0341 0.2039
H 2.945 -0.561 -1.538 -0.1898 -0.0548 -0.5037
H 2.332 -1.228 0.874 -0.0912 0.2484 -0.6934
C -2.956 -2.105 -0.744 0.6724 -0.2725 -3.1595
C -3.089 -1.122 0.381 -0.5996 -0.8800 1.8870
H -2.855 -3.198 -0.664 -0.3674 0.3167 1.4675
H -3.777 -2.028 -1.482 0.0788 0.2534 0.4430
H -2.066 -1.964 -1.395 -0.2108 0.6388 0.4700
H -3.055 -0.064 0.201 -0.4026 0.4393 -1.2808
H -2.235 -1.146 1.075 -0.4753 -0.7886 0.1840
H -4.077 -1.321 0.895 1.2405 0.2727 -0.0571



[3]
27
Properties=species:S:1:pos:R:3:forces:R:3 method="wB97M-V/def2-TZVPD" energy_ev=-12675.3925 gap_ev=9.63 de_lowest_kcal_mol=53.8 largest_force_ha_per_bohr=0.0835 smiles=CCc1ccc(O)cc1.CC
C -1.052 0.833 -2.977 2.3195 -0.3442 0.0603
C -0.449 -0.078 -1.882 -0.2776 -4.2476 -0.5782
C -0.181 0.566 -0.560 0.8394 0.7946 1.2161
C -1.109 0.583 0.504 0.0415 -0.1653 -1.5246
C -0.774 1.216 1.695 -0.8529 0.5799 0.7750
C 0.469 1.771 1.818 0.7930 1.4452 0.0388
O 0.834 2.466 2.947 -0.4093 0.2425 1.2803
C 1.455 1.795 0.848 0.3074 -2.2672 -0.0070
C 1.104 1.152 -0.327 -0.2687 -1.0504 -0.6076
H -1.802 1.386 -2.385 0.1251 0.3357 -1.2827
H -1.362 0.277 -3.875 -0.7187 -0.0089 0.7272
H -0.176 1.398 -3.437 -1.3463 0.2813 1.0362
H -1.100 -1.042 -1.759 0.1056 2.0611 0.2759
H 0.423 -0.768 -2.177 -0.3931 1.8477 -0.0638
H -2.077 0.107 0.284 0.3565 0.3134 0.5524
H -1.442 1.451 2.558 0.2906 -0.7908 -0.9350
H 0.540 3.378 2.841 0.0786 -0.0833 0.1254
H 2.501 1.881 1.240 -1.0209 0.6536 -0.9624
H 1.863 0.882 -1.056 0.0187 0.4530 -0.1446
C -0.016 -3.449 -0.765 0.0335 -0.4158 -0.6844
C -0.041 -4.936 -0.381 -1.8430 -0.9180 -0.6093
H 0.892 -3.292 -1.420 -0.9295 0.4326 0.9120
H -0.929 -3.256 -1.391 0.8606 0.0208 0.5522
H -0.079 -2.805 0.148 0.4372 -0.3284 -0.9560
H 0.875 -5.334 0.075 -0.4257 0.3390 0.2558
H -0.238 -5.598 -1.281 0.4186 0.8568 0.7081
H -0.988 -5.108 0.224 1.4596 -0.0375 -0.1602



[4]
27
Properties=species:S:1:pos:R:3:forces:R:3 method="wB97M-V/def2-TZVPD" energy_ev=-12675.1706 gap_ev=9.42 de_lowest_kcal_mol=58.9 largest_force_ha_per_bohr=0.0899 smiles=Cc1ccc(O)cc1.CCC
C 2.387 2.080 -0.775 2.6515 -3.2410 1.9565
C 0.998 1.488 -0.744 0.7622 2.2024 -1.1103
C 0.518 0.630 -1.745 -0.5105 -0.1288 2.4817
C -0.812 0.132 -1.517 2.3321 0.7137 -1.3358
C -1.596 0.694 -0.531 -1.0502 -1.6482 0.3228
O -2.847 0.130 -0.212 0.9279 2.5820 0.9052
C -1.144 1.714 0.305 0.1442 -0.1869 -0.6070
C 0.172 2.139 0.176 -1.7196 -2.0756 -0.5923
H 2.835 2.295 0.264 -1.0103 -0.5981 -1.1263
H 2.579 2.976 -1.244 -0.3561 2.0687 -1.5653
H 3.150 1.347 -1.210 -1.0235 0.8124 0.3916
H 1.273 0.244 -2.450 -0.9498 -0.0116 0.1718
H -1.064 -0.688 -2.169 -0.8172 -0.1300 0.1085
H -3.018 -0.680 -0.635 0.0568 -1.4805 -1.1039
H -1.857 2.081 1.020 0.0239 0.2806 0.3150
H 0.559 2.867 0.826 0.5166 0.8663 0.7151
C 1.394 -1.579 0.885 2.1237 0.3830 0.4779
C 0.970 -2.715 1.807 -1.5109 -0.8065 -0.4722
C -0.547 -3.178 1.575 1.7988 1.7068 -0.9569
H 1.680 -0.574 1.297 -0.2598 -1.0552 0.3268
H 0.566 -1.336 0.256 -0.1537 -0.0932 -0.9539
H 2.331 -1.938 0.355 -1.2878 0.7210 0.0042
H 1.473 -3.638 1.510 0.5225 0.2948 0.1510
H 1.118 -2.668 2.881 0.2986 0.7346 0.0721
H -0.890 -3.257 2.588 -0.8260 -1.6763 0.0714
H -1.219 -2.441 1.119 0.4504 0.4116 0.1036
H -0.391 -3.916 0.767 -1.1337 -0.6458 1.2486



[5]
27
Properties=species:S:1:pos:R:3:forces:R:3 method="wB97M-V/def2-TZVPD" energy_ev=-12676.0704 gap_ev=9.20 de_lowest_kcal_mol=38.2 largest_force_ha_per_bohr=0.0689 smiles=Cc1ccc(O)cc1.CCC
C -1.179 1.909 -1.396 1.6254 0.1291 -3.1443
C -0.143 0.901 -1.904 -0.6645 0.2933 -0.0771
C 1.202 1.158 -2.058 0.5769 -0.7069 0.5500
C 2.100 0.079 -2.026 -0.0403 0.2374 -0.5005
C 1.628 -1.213 -1.928 -0.1522 -0.2949 1.1692
O 2.451 -2.263 -1.561 -0.1781 0.5396 -0.8108
C 0.259 -1.476 -2.014 0.3648 0.1367 -1.1119
C -0.606 -0.408 -2.128 0.2802 0.3242 0.6623
H -1.564 1.517 -0.501 -0.6965 0.0287 1.2442
H -1.915 1.980 -2.200 -0.5273 0.0682 0.4381
H -0.699 2.887 -1.355 -0.2223 0.0471 0.6133
H 1.641 2.147 -2.109 -0.3209 0.1683 0.2554
H 3.169 0.265 -2.066 -0.0136 0.0085 0.0703
H 3.338 -1.911 -1.673 0.3515 -0.3344 0.1549
H -0.018 -2.506 -2.158 -0.3550 -0.1669 0.2177
H -1.669 -0.492 -2.317 -0.0459 -0.4771 0.3286
C -1.745 0.431 3.202 0.0744 0.0928 0.2033
C -0.997 -0.437 2.183 0.7094 0.0135 0.0179
C 0.452 -0.847 2.541 -0.5786 0.2203 0.4119
H -2.774 0.148 3.414 -0.0744 -0.0933 -0.2369
H -1.728 1.455 2.840 -0.3453 0.1715 -0.0706
H -1.257 0.515 4.166 0.2854 -0.4048 0.2891
H -1.536 -1.301 1.796 -0.2564 0.0376 0.2553
H -0.844 0.217 1.352 -0.2333 0.2613 -0.9395
H 0.529 -1.887 2.854 0.0989 0.0057 -0.0110
H 1.101 -0.652 1.694 0.1747 -0.2891 -0.1337
H 0.803 -0.215 3.353 0.1630 -0.0163 0.1547



[6]
27
Properties=species:S:1:pos:R:3:forces:R:3 method="wB97M-V/def2-TZVPD" energy_ev=-12667.1037 gap_ev="9.97 / 6.20" total_charge=+1 de_lowest_kcal_mol=47.9 largest_force_ha_per_bohr=0.1000 multiplicity=2
C -1.445 -0.270 1.481 3.0248 -0.7675 1.8654
C -1.916 -1.548 2.280 -0.7334 1.1076 -0.6901
C -0.317 -0.689 0.461 -2.0704 1.2131 1.7403
C 0.868 -1.330 0.881 -0.0058 -0.6940 -5.0938
C -0.512 -0.343 -0.898 3.5893 -0.9292 0.1521
C 1.714 -1.781 -0.152 -0.3299 2.6253 1.9107
C 0.470 -0.512 -1.851 -0.6010 -0.8400 0.8559
C 1.608 -1.270 -1.493 2.2274 -2.7095 -1.0690
O 2.627 -1.757 -2.370 -3.4402 2.1141 1.9044
H -2.169 0.402 1.057 -0.5201 -0.2448 -0.3786
H -0.935 0.364 2.354 -0.7265 -1.1028 -1.9541
H -1.090 -2.053 2.707 0.8906 -0.2201 0.6917
H 1.056 -1.554 1.852 0.5611 -0.5641 2.7765
H -1.323 0.198 -1.171 -2.6480 1.3027 -0.6964
H 2.700 -2.070 0.146 0.3798 -0.9348 0.0936
H 0.202 -0.247 -2.831 0.3439 0.4466 -1.3142
H 3.151 -2.380 -1.846 0.1860 -0.0235 -0.1045
H -2.478 -2.309 1.796 -0.2105 -0.4913 -1.5499
H -2.645 -1.300 3.024 0.0629 0.7136 0.8788
C -0.958 3.267 0.249 0.4343 -0.3263 -2.7388
C -1.337 4.655 0.616 2.8392 2.6545 0.9505
H 0.065 3.278 -0.109 0.5213 -0.0485 0.2476
H -1.024 2.494 0.949 -0.2752 -0.8171 1.6374
H -1.458 2.851 -0.660 -0.2579 0.6160 0.5075
H -2.345 4.891 0.727 -1.9236 0.0539 -0.2445
H -0.854 5.421 -0.112 -1.0178 -1.3366 1.0335
H -0.914 4.991 1.635 -0.3003 -0.7971 -1.4119